# 1
DFT (wB97M-V/def2-TZVPD) results for an isolated molecule of C6H11NO2.

Its SMILES is C=C[C@@H](O)[C@H](N)C(C)=O. The lowest unoccupied orbital energy is 0.82 eV. As for the largest force on an atom: 1.69 eV Å⁻¹. The calculation puts the HOMO energy at -9.2 eV.

Structure (ORCA input):
```
! wB97M-V def2-TZVPD RIJCOSX def2/J DEFGRID3
* xyz 0 1
C 0.192 -2.224 0.861
C -0.480 -1.449 0.031
C -1.329 -0.232 0.470
O -1.447 -0.106 1.842
C -0.631 1.046 -0.131
N -0.752 1.235 -1.557
C 0.806 0.905 0.347
C 1.881 0.817 -0.688
O 1.028 0.862 1.548
H 0.736 -3.090 0.519
H 0.211 -2.033 1.921
H -0.516 -1.674 -1.028
H -2.334 -0.337 0.040
H -0.528 0.172 2.174
H -1.074 1.915 0.370
H -0.448 0.414 -2.066
H -1.718 1.413 -1.809
H 2.858 0.867 -0.216
H 1.752 1.623 -1.404
H 1.793 -0.123 -1.226
*
```

Here are the Löwdin charges for atoms 1 to 5, given in e: C 0.033; C -0.132; C -0.355; O -0.040; C -0.291

# 2
DFT (wB97M-V/def2-TZVPD) results for a cluster of 2 separate species, C6H11NO2S in total.

Its SMILES is CC[C@@H]1NC1=C(O)O.C=S. The lowest unoccupied orbital energy is -0.40 eV. As for the largest force on an atom: 4.11 eV Å⁻¹. The calculation puts the HOMO energy at -7.8 eV.

Structure (ORCA input):
```
! wB97M-V def2-TZVPD RIJCOSX def2/J DEFGRID3
* xyz 0 1
C -2.469 0.908 -0.121
C -1.114 1.403 0.508
C -0.604 0.309 1.537
N 0.810 0.492 1.945
C 0.422 -0.663 1.227
C 0.738 -1.762 0.553
O 2.033 -2.070 0.276
O -0.150 -2.502 -0.166
H -2.448 0.111 -0.810
H -2.884 1.663 -0.627
H -3.128 0.567 0.673
H -1.313 2.327 1.022
H -0.501 1.486 -0.464
H -1.474 0.291 2.254
H 1.475 1.091 1.501
H 2.028 -3.058 0.065
H -1.043 -2.109 -0.305
C 2.381 0.258 -2.329
S 2.048 1.682 -1.683
H 2.362 -0.647 -1.743
H 2.832 0.226 -3.313
*
```

Here are the Löwdin charges for atoms 1 to 5, given in e: C -0.105; C -0.174; C -0.223; N 0.101; C -0.183

# 3
DFT (wB97M-V/def2-TZVPD) results for a structure of composition C6H11NO7Pt.

The lowest unoccupied orbital energy (spin up / spin down) is 2.42 / 2.41 eV. Its expectation value of S² is 3.77. As for the largest force on an atom: 9.92 eV Å⁻¹. The calculation puts the HOMO energy (spin up / spin down) at -2.7 / -2.4 eV.

Structure (ORCA input):
```
! wB97M-V def2-TZVPD RIJCOSX def2/J DEFGRID3
* xyz -1 4
Pt -0.835 0.752 -0.066
C -1.841 2.253 1.659
O -3.037 1.950 1.535
O -0.906 1.489 1.946
O -1.572 2.859 0.605
C -1.973 1.536 -2.353
O -2.198 2.693 -2.306
O -0.872 1.057 -2.218
O -2.653 0.981 -1.485
C 0.622 -1.990 -1.284
C 0.309 -1.945 0.143
C 1.263 -1.004 0.862
O 1.435 0.276 0.184
C 2.453 1.086 0.730
N -1.000 -1.350 0.274
H 0.448 -1.093 -1.878
H 0.020 -2.742 -1.794
H 1.647 -2.328 -1.435
H 0.278 -2.993 0.444
H 2.277 -1.393 0.953
H 0.981 -0.874 1.907
H 2.164 2.116 0.523
H 3.462 0.972 0.333
H 2.498 1.072 1.819
H -1.351 -1.486 1.211
H -1.617 -1.895 -0.311
*
```

Here are the Löwdin charges for atoms 1 to 5, given in e: Pt 1.288; C -1.034; O -0.073; O -0.189; O -0.131

Please write out number 2 again, unchanged.
DFT (wB97M-V/def2-TZVPD) results for a cluster of 2 separate species, C6H11NO2S in total.

Its SMILES is CC[C@@H]1NC1=C(O)O.C=S. The lowest unoccupied orbital energy is -0.40 eV. As for the largest force on an atom: 4.11 eV Å⁻¹. The calculation puts the HOMO energy at -7.8 eV.

Structure (ORCA input):
```
! wB97M-V def2-TZVPD RIJCOSX def2/J DEFGRID3
* xyz 0 1
C -2.469 0.908 -0.121
C -1.114 1.403 0.508
C -0.604 0.309 1.537
N 0.810 0.492 1.945
C 0.422 -0.663 1.227
C 0.738 -1.762 0.553
O 2.033 -2.070 0.276
O -0.150 -2.502 -0.166
H -2.448 0.111 -0.810
H -2.884 1.663 -0.627
H -3.128 0.567 0.673
H -1.313 2.327 1.022
H -0.501 1.486 -0.464
H -1.474 0.291 2.254
H 1.475 1.091 1.501
H 2.028 -3.058 0.065
H -1.043 -2.109 -0.305
C 2.381 0.258 -2.329
S 2.048 1.682 -1.683
H 2.362 -0.647 -1.743
H 2.832 0.226 -3.313
*
```

Here are the Löwdin charges for atoms 1 to 5, given in e: C -0.105; C -0.174; C -0.223; N 0.101; C -0.183